Formula: C23H27MoN2O3S
Source: the OMol25 dataset
Level of theory: ωB97M-V/def2-TZVPD

Atoms and positions in Å:
Mo (-0.0685, 0.1589, 1.1928)
C (2.1778, -1.6647, 4.2503)
C (2.1176, -0.7208, 3.1123)
O (0.8930, -0.5903, 2.5428)
C (3.1181, 0.0096, 2.5825)
C (2.9608, 0.9259, 1.4985)
C (4.1269, 1.7577, 1.1030)
N (1.8036, 1.0611, 0.8515)
N (1.8212, 2.0224, -0.1397)
C (0.6507, 2.3091, -0.5482)
O (-0.3622, 1.5686, 0.1076)
C (0.2379, 3.2373, -1.5611)
C (1.2242, 3.9031, -2.3049)
C (0.8444, 4.8152, -3.2668)
C (-0.5068, 5.0679, -3.4908)
C (-1.4873, 4.4097, -2.7546)
C (-1.1209, 3.4930, -1.7902)
H (1.7876, -2.6405, 3.9560)
H (1.5662, -1.2904, 5.0749)
H (3.2011, -1.7772, 4.5988)
H (4.1028, -0.0787, 3.0175)
H (5.0041, 1.4978, 1.6865)
H (3.8869, 2.8133, 1.2545)
H (4.3301, 1.6428, 0.0373)
H (2.2703, 3.7022, -2.1184)
H (1.5955, 5.3364, -3.8436)
H (-0.7974, 5.7874, -4.2448)
H (-2.5319, 4.6216, -2.9345)
H (-1.8818, 2.9894, -1.2087)
C (-1.6264, 0.7115, 2.5063)
C (-2.3620, -0.3111, 1.7735)
C (-3.1421, 0.0407, 0.6372)
C (-4.0333, -0.8679, 0.1027)
C (-4.1658, -2.1275, 0.6866)
C (-3.3684, -2.5178, 1.7664)
C (-2.4659, -1.6280, 2.3039)
H (-1.3755, 0.4999, 3.5412)
H (-1.8933, 1.7493, 2.3193)
H (-3.0908, 1.0517, 0.2503)
H (-4.6686, -0.5844, -0.7258)
H (-4.9105, -2.8147, 0.3033)
H (-3.4986, -3.4968, 2.2081)
H (-1.8959, -1.8908, 3.1882)
O (0.0948, -1.2680, -0.1132)
S (-0.8667, -2.3920, -0.7446)
C (0.2579, -3.8244, -0.8177)
C (0.5515, -4.0759, -2.3007)
C (0.5373, -2.7155, -2.9886)
C (-0.7452, -2.0429, -2.5133)
H (-0.2154, -4.6505, -0.2898)
H (1.1415, -3.4987, -0.2654)
H (-0.2091, -4.7302, -2.7284)
H (1.5095, -4.5848, -2.3970)
H (0.5309, -2.8037, -4.0742)
H (1.4075, -2.1204, -2.7070)
H (-1.6388, -2.5115, -2.9377)
H (-0.8227, -0.9632, -2.6439)

## Properties
E_LUMO in eV: -11.69
Charge: +3
Molar mass in g/mol: 507.49
HOMO-LUMO gap in eV: 5.252
ΔE to the lowest compared entry with this formula, charge and spin in kJ/mol: 0.0
Multiplicity: 1
E_HOMO in Ha: -0.6224

Formula: C5H14N2S
Source: the OMol25 dataset
Level of theory: ωB97M-V/def2-TZVPD

Atoms and positions in Å:
C (-1.6315, 1.9725, 0.0141)
C (-2.5164, 0.9648, -0.7438)
S (-1.6220, -0.6030, -1.0610)
N (-0.3352, 2.1818, -0.6701)
H (-1.4127, 1.6181, 1.0294)
H (-2.1355, 2.9388, 0.0542)
H (-2.8156, 1.3286, -1.7558)
H (-3.4182, 0.7203, -0.1491)
H (-0.5578, 2.7827, -1.5298)
H (-0.0528, 1.2815, -1.0213)
C (3.0018, -0.8557, -0.7925)
C (1.9077, -0.8833, 0.2667)
C (2.0657, -1.1938, 1.5947)
N (1.0591, -1.1817, 2.5973)
H (4.0401, -0.7384, -0.4536)
H (3.0163, -1.6815, -1.5045)
H (2.8395, 0.0386, -1.4174)
H (0.8621, -0.8460, -0.1017)
H (3.0469, -1.4408, 2.0320)
H (-0.7912, -0.3038, 0.8391)
H (0.1167, -1.1614, 2.1650)
H (1.1834, -1.9176, 3.2645)

## Properties
E_LUMO in eV: -1.41
Molar mass in g/mol: 134.25
HOMO-LUMO gap in eV: 6.545
ΔE to the lowest compared entry with this formula, charge and spin in kJ/mol: 353.5
Multiplicity: 1
E_HOMO in Ha: -0.2925

Formula: C3H8O2
Source: the OMol25 dataset
Level of theory: ωB97M-V/def2-TZVPD

Atoms and positions in Å:
C (1.1631, 0.5565, 2.0681)
C (0.6367, -0.8961, 2.1216)
C (-0.5967, -1.1302, 1.6802)
O (-0.9857, -2.2025, 0.8833)
H (0.4418, 1.2878, 1.7279)
H (2.0571, 0.6409, 1.4554)
H (1.4223, 0.7835, 3.1171)
H (1.3847, -1.6848, 2.0863)
H (-1.2465, -0.2637, 1.7005)
H (-1.9287, -2.2379, 1.0878)
O (-0.1721, 2.8617, -5.2140)
H (0.1050, 3.4945, -5.8700)
H (0.0556, 1.9962, -5.6156)

## Properties
E_LUMO in eV: 0.95
Molar mass in g/mol: 76.09
HOMO-LUMO gap in eV: 9.654
ΔE to the lowest compared entry with this formula, charge and spin in kJ/mol: 187.4
Multiplicity: 1
E_HOMO in Ha: -0.3200
SMILES string: C/C=C/O.O